1.
{
  "formula": "C5H6O",
  "method": "wB97M-V/def2-TZVPD",
  "relative_energy_kj_mol": 284.62,
  "homo_ha": -0.2896,
  "smiles": "Cc1ccco1",
  "gap_ha": 0.314,
  "largest_force_ev_per_a": 1.35,
  "symbols": ["C", "C", "C", "C", "C", "O", "H", "H", "H", "H", "H", "H"],
  "positions_angstrom": [[-1.57578, -0.08939, 0.29323], [-0.46150, 0.33208, -0.63313], [0.50809, 1.20404, -0.25951], [1.58858, 0.27534, 0.00114], [1.27153, -0.89838, -0.58767], [0.07232, -0.78052, -1.22647], [-2.49485, 0.41366, 0.06249], [-1.27206, 0.12931, 1.33098], [-1.69499, -1.17931, 0.24019], [0.34508, 2.13600, 0.27071], [2.19639, 0.38126, 0.88320], [1.51719, -1.92408, -0.37514]],
  "atomic_forces_ev_per_a": [[-0.707, 0.415, -0.344], [-0.879, 0.739, -0.402], [-0.326, -0.802, 0.876], [0.642, -0.287, -0.058], [0.662, -0.059, 0.238], [-0.008, -0.516, 1.248], [-0.763, 0.037, 0.228], [-0.166, 0.097, -0.475], [-0.126, 0.435, -0.294], [-0.020, -0.289, -0.041], [0.856, 0.195, -0.466], [0.834, 0.036, -0.510]]
}

***

2.
{
  "formula": "C13H40N8O7",
  "method": "wB97M-V/def2-TZVPD",
  "relative_energy_kj_mol": 296.35,
  "homo_ha": -0.3356,
  "smiles": "COC[C@H](C)N.COC[C@H](C)N.NC(N)=O.NC(N)=O.NC(N)=O.OCCO",
  "gap_ha": 0.355,
  "largest_force_ev_per_a": 4.92,
  "symbols": ["C", "O", "C", "C", "C", "N", "H", "H", "H", "H", "H", "H", "H", "H", "H", "H", "H", "C", "O", "C", "C", "C", "N", "H", "H", "H", "H", "H", "H", "H", "H", "H", "H", "H", "N", "C", "N", "O", "H", "H", "H", "H", "N", "C", "N", "O", "H", "H", "H", "H", "N", "C", "N", "O", "H", "H", "H", "H", "O", "C", "C", "O", "H", "H", "H", "H", "H", "H"],
  "positions_angstrom": [[2.08112, 4.96475, 1.30051], [2.34624, 5.57899, 0.07767], [1.77633, 4.86761, -0.94548], [2.29838, 5.33092, -2.28772], [2.16043, 6.83481, -2.57707], [1.64945, 4.51870, -3.28747], [2.26067, 3.88108, 1.30667], [1.03841, 5.01226, 1.61339], [2.60219, 5.40740, 2.15796], [1.92054, 3.76236, -0.87391], [0.67807, 5.01643, -0.97509], [3.36373, 5.16346, -2.13237], [2.58952, 7.04926, -3.52336], [2.65349, 7.48972, -1.88897], [1.13331, 7.14145, -2.53832], [1.82551, 3.53470, -3.20811], [2.00910, 4.79362, -4.20800], [0.48240, -4.64152, 2.51238], [0.41661, -3.69999, 1.46515], [0.09561, -4.22593, 0.18467], [-0.17316, -3.15347, -0.85238], [-0.50065, -3.79444, -2.23813], [0.89669, -2.21626, -1.04527], [0.73548, -4.12319, 3.45622], [1.27795, -5.40001, 2.28803], [-0.47023, -5.23384, 2.71211], [0.97012, -4.80401, -0.25182], [-0.77946, -4.83516, 0.15224], [-1.00986, -2.58986, -0.38805], [-0.71356, -3.06091, -3.03212], [-1.43807, -4.36464, -2.20431], [0.29860, -4.52352, -2.48806], [1.71360, -2.60176, -1.48673], [1.16138, -1.81300, -0.12436], [-3.23884, -3.15841, 3.36649], [-2.98832, -2.70959, 2.09029], [-3.85012, -3.21982, 1.10264], [-2.05112, -2.04536, 1.73715], [-4.14161, -3.52748, 3.63714], [-2.65554, -2.85305, 4.14440], [-3.64797, -2.85390, 0.19215], [-4.39196, -4.07199, 1.21429], [0.12282, -0.26074, 1.11636], [0.42460, 0.98968, 1.16459], [-0.18854, 1.74617, 0.11870], [1.27891, 1.48030, 1.91579], [0.19221, -0.80308, 1.95763], [-0.63073, -0.51229, 0.52978], [-0.71263, 1.30633, -0.61475], [0.07116, 2.67487, 0.07215], [-0.75464, 0.48928, 4.30670], [-0.40978, -0.81716, 4.57664], [0.84520, -1.13824, 4.16447], [-1.16778, -1.73640, 4.92910], [-0.17417, 1.00975, 3.62371], [-1.74770, 0.64802, 4.21872], [1.56946, -0.42913, 4.01585], [1.18433, -2.11146, 4.32939], [-1.05067, -0.47975, -1.76823], [-1.75478, -0.52213, -2.93680], [-0.97720, 0.13778, -4.10991], [0.38887, -0.27148, -4.23532], [-0.21072, -0.99384, -1.75104], [-2.07407, -1.51015, -3.31580], [-2.68279, 0.11618, -2.81599], [-0.86226, 1.25370, -3.93842], [-1.59304, 0.00293, -5.00217], [0.52944, -1.09560, -4.70561]],
  "atomic_forces_ev_per_a": [[-0.400, -0.717, 1.503], [0.775, 0.231, 0.871], [-1.785, -0.310, -1.212], [0.849, 0.363, 1.239], [-0.563, -0.958, 0.600], [0.100, 0.862, -1.438], [0.449, 0.114, -0.234], [-0.570, 0.350, -0.376], [0.393, 0.179, -0.648], [0.262, 0.528, 0.172], [0.022, -0.051, 0.251], [0.586, -0.223, -0.688], [0.194, 0.189, -1.139], [0.581, -0.085, 0.757], [-0.758, 0.056, -0.339], [0.211, -0.404, 0.338], [-0.356, -0.199, 0.353], [-0.020, -1.248, 0.179], [-0.511, 0.073, -0.461], [1.976, -0.382, -0.852], [-0.854, 0.034, 0.041], [-0.598, -0.324, 0.851], [0.484, 1.242, 1.098], [-0.131, -0.128, -0.643], [-0.460, 0.492, 0.262], [0.802, 0.903, -0.506], [-0.651, 0.058, 0.807], [-0.720, -0.854, 0.620], [0.130, -0.146, -0.797], [0.750, -0.153, 0.389], [0.185, -0.115, 0.271], [-0.325, 0.621, -0.200], [0.222, -0.294, -0.106], [-0.020, -0.303, -0.968], [-0.104, 0.105, 0.165], [-1.187, -2.121, -0.231], [-0.139, 0.166, 0.985], [0.831, 1.255, 0.251], [0.236, 0.173, -0.437], [0.129, 0.291, -0.548], [-0.074, -0.236, -0.202], [0.324, 0.551, -0.057], [-0.643, -3.057, 0.591], [1.145, 4.187, -2.315], [0.461, -2.206, 2.207], [-0.946, 0.061, 0.353], [0.207, -0.360, 0.233], [-0.948, -0.452, -0.450], [-0.007, -0.171, -0.149], [0.516, 1.912, -0.289], [0.115, 0.125, -0.039], [-0.844, -1.328, -1.467], [2.038, -0.827, 0.210], [0.308, 1.497, 0.403], [-0.382, -0.516, 0.737], [0.118, -0.054, 0.142], [-0.601, -0.378, 0.061], [-0.698, 1.555, -0.070], [-0.075, 0.191, 1.319], [-0.487, 1.371, -1.972], [0.223, 1.265, 0.631], [-0.263, 0.060, 0.153], [0.180, -0.125, -0.344], [0.071, -0.056, 0.626], [0.791, -0.817, -0.058], [-0.389, -1.243, -0.053], [0.294, -0.069, -0.317], [-0.449, -0.148, -0.068]]
}

***

3.
{
  "formula": "C50H50IrN13O5Sb",
  "method": "wB97M-V/def2-TZVPD",
  "relative_energy_kj_mol": 63.27,
  "charge": 4,
  "homo_ha": [-0.5731, -0.5731],
  "s_squared": 0.814,
  "spin_multiplicity": 2,
  "gap_ha": [0.180, 0.140],
  "largest_force_ev_per_a": 0.15,
  "symbols": ["Ir", "O", "N", "O", "C", "C", "C", "C", "C", "C", "N", "C", "C", "N", "C", "C", "C", "C", "H", "H", "H", "H", "H", "H", "H", "O", "C", "C", "C", "C", "N", "C", "C", "C", "C", "C", "C", "O", "C", "C", "N", "H", "H", "H", "H", "H", "H", "H", "H", "H", "H", "H", "H", "C", "N", "C", "N", "C", "N", "C", "C", "C", "C", "C", "C", "C", "N", "N", "C", "O", "C", "C", "C", "C", "C", "C", "N", "C", "N", "C", "N", "C", "H", "H", "H", "H", "H", "H", "H", "H", "H", "H", "H", "H", "H", "H", "H", "H", "C", "C", "Sb", "C", "C", "C", "C", "H", "H", "H", "H", "H", "H", "H", "H", "H", "H", "H", "H", "H", "H", "H"],
  "positions_angstrom": [[0.47608, 1.01732, 0.67558], [-5.44157, 2.06677, 4.41630], [-4.57508, 1.51075, 5.05271], [-4.66846, 1.10652, 6.18182], [-3.25650, 1.30081, 4.37892], [-2.23097, 0.97450, 5.19076], [-0.91174, 0.78950, 4.66936], [0.20033, 0.47431, 5.47056], [1.42988, 0.31675, 4.87618], [1.54748, 0.48442, 3.49612], [0.51208, 0.79378, 2.72385], [-0.71424, 0.92699, 3.29734], [-1.81630, 1.20969, 2.43569], [-1.53332, 1.22352, 1.09965], [-2.51090, 1.47546, 0.24078], [-3.80654, 1.75402, 0.66539], [-4.11088, 1.73832, 2.00412], [-3.10128, 1.43734, 2.94704], [-2.41756, 0.86487, 6.25153], [0.08090, 0.35556, 6.54054], [2.30757, 0.06897, 5.45614], [2.50282, 0.36174, 3.00334], [-2.25925, 1.45566, -0.81134], [-4.57187, 1.96139, -0.06886], [-5.11526, 1.94371, 2.33631], [4.05791, 2.17694, -6.05720], [1.59769, 1.99938, -5.43859], [1.12915, 1.79961, -4.01253], [0.52907, 0.59776, -3.63349], [0.20480, 0.39011, -2.30859], [0.39498, 1.33211, -1.37535], [0.82858, 2.55487, -1.74505], [1.22937, 2.79992, -3.05231], [0.84748, 3.56288, -0.66078], [1.02669, 4.91167, -0.88007], [0.96588, 5.80448, 0.18981], [1.15471, 7.27517, -0.03326], [1.47334, 7.47832, -1.38650], [0.71198, 5.28621, 1.45470], [0.54212, 3.92499, 1.60983], [0.61318, 3.07362, 0.58023], [4.17381, 2.47164, -6.97939], [0.80548, 1.65234, -6.10567], [1.73453, 3.06023, -5.65679], [0.32417, -0.18280, -4.35556], [-0.19872, -0.55563, -1.97029], [1.62549, 3.77124, -3.31649], [1.19334, 5.30901, -1.87043], [1.94653, 7.63181, 0.63583], [0.22793, 7.78614, 0.25476], [1.51276, 8.42339, -1.57313], [0.64306, 5.93069, 2.32178], [0.34760, 3.49288, 2.58249], [5.37955, 1.29392, -1.92934], [4.35638, 1.32238, -0.85927], [3.19461, 0.68821, -0.78653], [2.56336, 1.06040, 0.32746], [3.43179, 1.94808, 0.90749], [4.52090, 2.12343, 0.21295], [4.73848, 1.46394, -3.28841], [4.70428, 2.79002, -3.84353], [4.40867, 3.16873, -5.08536], [2.86867, 1.22365, -5.85671], [3.34883, 0.15561, -4.93646], [4.18818, 0.32126, -3.84368], [2.69620, -1.09249, -5.13317], [1.88114, -1.41324, -6.09687], [1.31860, -2.61055, -5.75556], [1.81215, -2.94199, -4.59781], [2.71415, -2.02325, -4.15182], [1.44355, -4.02134, -3.69877], [0.80739, -5.17073, -4.16423], [0.38906, -6.12293, -3.24913], [0.56057, -5.91502, -1.88498], [1.18722, -4.76356, -1.42088], [1.32347, -4.47633, 0.05807], [0.70964, -3.16935, 0.35426], [1.28131, -1.98964, 0.54424], [0.32861, -1.05161, 0.56869], [-0.83213, -1.75640, 0.39908], [-0.62549, -3.03652, 0.25725], [1.64881, -3.83335, -2.33411], [5.92069, 0.35058, -1.86656], [6.06988, 2.09634, -1.68142], [2.82126, 0.00191, -1.52949], [3.24101, 2.46257, 1.83532], [5.00536, 3.61256, -3.20229], [4.44908, 4.16468, -5.49886], [2.73811, 0.81628, -6.85900], [4.39919, -0.60177, -3.31292], [0.64760, -5.31108, -5.22501], [-0.09316, -7.02596, -3.59684], [0.19573, -6.65437, -1.18258], [2.36202, -4.42832, 0.38562], [0.80385, -5.22021, 0.65738], [2.34106, -1.83828, 0.66769], [-1.82537, -1.33223, 0.42467], [2.14914, -2.93405, -1.99073], [-3.63548, -4.91309, 1.18303], [-4.73084, -4.06327, 1.81871], [-4.04725, -2.08212, 2.27141], [-5.53000, -1.47832, 3.72672], [-6.55648, -2.54631, 4.09275], [-2.50898, -2.63108, 3.69475], [-2.95548, -3.59448, 4.78874], [-4.01011, -5.91081, 0.95228], [-2.78040, -5.03210, 1.85361], [-3.26805, -4.47288, 0.25333], [-5.10121, -4.51832, 2.73595], [-5.58355, -3.96031, 1.14688], [-6.03189, -0.59088, 3.33585], [-4.97139, -1.16735, 4.61568], [-7.11152, -2.88688, 3.21849], [-7.28018, -2.14832, 4.80444], [-6.09063, -3.41865, 4.55034], [-2.14509, -1.69183, 4.12723], [-1.67553, -3.05011, 3.12091], [-3.77585, -3.18137, 5.37709], [-2.14184, -3.82398, 5.47916], [-3.30001, -4.53917, 4.36709]],
  "atomic_forces_ev_per_a": [[-0.012, 0.147, -0.017], [0.047, 0.076, -0.036], [-0.009, -0.096, -0.046], [0.027, 0.003, 0.014], [0.023, 0.044, 0.020], [-0.066, 0.034, 0.005], [0.015, 0.015, 0.011], [0.029, -0.007, 0.002], [-0.021, 0.009, -0.003], [0.007, -0.009, -0.008], [0.007, -0.022, -0.031], [0.032, -0.008, 0.102], [-0.015, -0.044, -0.095], [0.080, -0.007, 0.112], [0.017, 0.017, -0.032], [-0.011, -0.050, 0.031], [-0.016, -0.002, 0.014], [-0.025, 0.007, -0.070], [0.009, -0.006, 0.003], [-0.001, 0.001, 0.000], [0.000, -0.004, -0.001], [0.003, -0.001, 0.004], [0.018, 0.033, 0.007], [0.006, 0.001, -0.006], [-0.010, -0.005, 0.013], [-0.006, -0.016, 0.004], [0.002, -0.016, -0.003], [-0.017, 0.000, 0.005], [0.004, 0.011, 0.028], [0.021, -0.001, -0.032], [-0.017, -0.004, 0.043], [0.015, -0.008, -0.043], [0.009, 0.018, 0.003], [-0.007, 0.010, 0.046], [0.000, 0.024, -0.005], [0.008, -0.021, -0.031], [-0.014, 0.024, -0.002], [-0.002, -0.004, 0.006], [-0.011, -0.016, 0.016], [-0.003, 0.033, 0.006], [0.003, -0.101, -0.057], [0.000, 0.001, 0.000], [0.009, -0.003, -0.008], [-0.007, 0.006, 0.022], [-0.006, 0.005, -0.001], [-0.009, 0.001, 0.000], [-0.002, 0.003, 0.007], [-0.001, 0.006, 0.000], [-0.002, -0.004, 0.007], [0.008, 0.001, 0.004], [0.004, -0.001, -0.005], [0.003, 0.002, 0.000], [0.004, -0.004, 0.003], [-0.015, 0.008, 0.013], [0.024, 0.033, -0.002], [-0.001, -0.036, 0.017], [-0.121, 0.022, -0.010], [0.010, -0.025, 0.030], [-0.005, -0.001, -0.007], [0.004, -0.005, -0.004], [-0.002, 0.019, 0.025], [-0.002, -0.004, -0.029], [-0.002, 0.003, -0.020], [0.007, 0.017, -0.022], [-0.007, -0.024, -0.004], [0.024, -0.040, 0.046], [0.000, 0.015, -0.023], [-0.018, 0.001, 0.018], [0.028, -0.018, -0.009], [-0.023, 0.032, -0.015], [-0.009, 0.003, 0.010], [-0.001, -0.007, 0.000], [-0.003, 0.004, -0.017], [0.010, 0.005, 0.012], [0.007, -0.028, 0.020], [-0.021, 0.009, -0.018], [-0.023, -0.031, 0.000], [-0.016, -0.017, -0.021], [-0.008, 0.010, 0.036], [-0.053, -0.120, 0.005], [0.059, 0.065, 0.007], [0.011, 0.011, -0.015], [0.003, -0.004, -0.007], [-0.001, -0.002, 0.008], [0.001, 0.015, -0.001], [0.001, 0.004, -0.006], [0.004, -0.006, 0.001], [-0.003, 0.003, 0.006], [-0.002, -0.003, 0.003], [0.000, -0.001, 0.000], [0.001, -0.003, 0.001], [0.000, 0.001, -0.002], [0.000, 0.002, 0.000], [0.007, 0.004, -0.018], [0.003, 0.010, 0.013], [0.000, 0.004, 0.001], [0.003, 0.039, -0.020], [0.001, -0.002, 0.000], [0.013, 0.014, 0.011], [-0.008, -0.005, -0.013], [-0.030, -0.037, 0.006], [0.055, 0.063, 0.011], [-0.014, -0.004, -0.017], [0.031, -0.016, -0.042], [-0.010, 0.002, 0.005], [0.004, -0.003, -0.005], [-0.005, -0.004, 0.000], [-0.004, -0.005, -0.004], [0.009, 0.008, 0.011], [0.002, 0.000, 0.003], [-0.014, -0.010, -0.011], [-0.015, -0.029, -0.010], [-0.006, 0.001, 0.005], [0.004, 0.002, 0.005], [0.002, 0.003, 0.009], [-0.006, 0.000, 0.012], [-0.004, -0.009, 0.008], [0.003, 0.006, 0.000], [-0.003, -0.009, 0.002], [0.005, -0.004, 0.004]]
}